Arrangement i

Density functional theory data (the ωB97M-V functional and the def2-TZVPD basis) for one molecule with the formula C26H34N6O3.

Each line ends with the Mulliken charge.
Geometry (Å):
1 C 4.0451 6.0269 -0.4292  -1.142
2 C 3.7078 5.1804 -1.6480  -0.326
3 O 2.8069 4.1233 -1.3147  -0.307
4 C 1.5058 4.4231 -1.2716  -0.290
5 O 1.0579 5.5126 -1.5180  -0.622
6 C 0.6710 3.2193 -0.8845  0.916
7 C 1.0689 2.7077 0.5031  -1.094
8 C 0.2599 1.4598 0.8434  -0.871
9 N 0.5253 0.4376 -0.1522  0.779
10 C 0.1057 -0.9017 0.2653  1.073
11 C -1.3854 -1.0445 0.4751  -0.265
12 C -2.2927 -1.1920 -0.5166  -0.048
13 C -3.6916 -1.2553 -0.2430  0.449
14 C -4.6607 -1.4091 -1.2427  -0.360
15 C -5.9935 -1.4641 -0.9206  -0.976
16 C -6.4181 -1.3684 0.4115  0.866
17 C -7.8786 -1.4345 0.7301  -1.484
18 C -5.4746 -1.2175 1.4077  -0.850
19 C -4.1157 -1.1607 1.0951  -0.288
20 N -3.1680 -1.0171 2.0716  -0.015
21 C -1.8099 -0.9537 1.8693  0.270
22 O -1.0538 -0.8372 2.8233  -0.759
23 C 0.6573 -1.9073 -0.6845  -1.001
24 N 0.0327 -2.4452 -1.7107  0.107
25 N 0.8909 -3.2683 -2.2935  -0.897
26 N 2.0037 -3.2648 -1.6908  -0.464
27 N 1.9157 -2.4190 -0.6619  1.027
28 C 3.0635 -2.2081 0.1879  -0.605
29 C 2.8277 -2.7308 1.6068  -0.292
30 C 4.0978 -2.5502 2.4332  -0.943
31 C 4.5073 -1.0808 2.4606  -0.556
32 C 4.7449 -0.5694 1.0430  -1.094
33 C 3.4886 -0.7395 0.1940  0.127
34 C 0.0460 0.8644 -1.4521  -0.851
35 C 0.8476 2.0844 -1.8974  -1.198
36 H 4.4529 5.4026 0.3624  0.288
37 H 3.1488 6.5218 -0.0635  0.307
38 H 4.7778 6.7814 -0.7005  0.415
39 H 3.2520 5.8021 -2.4254  0.346
40 H 4.5966 4.6826 -2.0415  0.338
41 H -0.3754 3.5413 -0.8722  0.332
42 H 2.1312 2.4607 0.4973  0.352
43 H 0.8909 3.4766 1.2567  0.410
44 H -0.8124 1.7185 0.8856  0.473
45 H 0.5493 1.0820 1.8264  0.417
46 H 0.5637 -1.0630 1.2490  0.227
47 H -1.9641 -1.2982 -1.5389  0.511
48 H -4.3381 -1.4865 -2.2699  0.494
49 H -6.7335 -1.5841 -1.6977  0.419
50 H -8.2927 -2.3857 0.3982  0.334
51 H -8.0537 -1.3320 1.7976  0.353
52 H -8.4144 -0.6416 0.2099  0.341
53 H -5.7810 -1.1440 2.4418  0.295
54 H -3.4713 -0.9643 3.0374  0.248
55 H 3.8545 -2.8096 -0.2777  0.498
56 H 2.0126 -2.1863 2.0855  0.057
57 H 2.5491 -3.7862 1.5647  0.372
58 H 3.9243 -2.9096 3.4486  0.406
59 H 4.9042 -3.1457 1.9990  0.379
60 H 5.4145 -0.9603 3.0553  0.369
61 H 3.7163 -0.4935 2.9318  0.296
62 H 5.0262 0.4847 1.0676  0.396
63 H 5.5699 -1.1255 0.5914  0.438
64 H 2.6829 -0.1234 0.5916  -0.220
65 H 3.6809 -0.4155 -0.8312  0.415
66 H -1.0276 1.1202 -1.4275  0.363
67 H 0.1861 0.0517 -2.1669  0.554
68 H 1.9042 1.8201 -1.9540  0.329
69 H 0.5117 2.4025 -2.8856  0.433

Orbital gap ... 0.317 hartree
SMILES ... CCOC(=O)C1CCN([C@@H](c2cc3ccc(C)cc3[nH]c2=O)c2nnnn2C2CCCCC2)CC1



Arrangement ii

Density functional theory data (the ωB97M-V functional and the def2-TZVPD basis) for one molecule with the formula C26H34N6O3.

Each line ends with the Mulliken charge.
Geometry (Å):
1 C -3.3910 -0.7789 -3.6269  -1.097
2 C -4.1926 -0.0787 -2.5343  -0.602
3 C -3.4202 1.0661 -1.8776  -0.966
4 C -2.3435 0.5414 -0.9079  1.744
5 C -2.9932 0.1459 0.3764  -0.944
6 N -4.0606 0.7514 0.8570  -0.041
7 N -4.3408 0.1781 2.0152  -1.192
8 N -3.5104 -0.7403 2.2760  -0.400
9 N -2.6333 -0.8111 1.2725  1.321
10 C -1.5178 -1.7467 1.3169  1.677
11 C -1.4985 -2.6114 0.0525  -1.734
12 C -0.2326 -0.9208 1.4417  -1.715
13 C -1.6686 -2.6282 2.5712  -0.950
14 C -2.8284 -3.6177 2.5314  -1.308
15 N -1.2684 1.4883 -0.6250  0.676
16 C -1.6650 2.7286 0.0197  -0.716
17 C -0.5177 3.2673 0.8087  0.380
18 C 0.1785 4.4373 0.7125  -0.755
19 C 1.1961 4.3769 1.6973  -0.510
20 C 1.0447 3.1735 2.3109  -0.494
21 O 0.0105 2.4991 1.7833  -0.257
22 C -0.3295 1.6723 -1.7296  -1.827
23 C 0.9778 1.0025 -1.3952  0.404
24 C 1.9985 1.6417 -0.7792  -0.373
25 C 3.1932 0.9664 -0.3993  0.447
26 C 4.2561 1.5923 0.2678  -0.841
27 C 5.3800 0.8900 0.6086  -0.773
28 C 5.4929 -0.4772 0.2943  0.628
29 O 6.6507 -1.0657 0.6756  -0.460
30 C 6.8456 -2.4316 0.3944  -0.814
31 C 4.4547 -1.1185 -0.3598  -0.186
32 C 3.3077 -0.4018 -0.7048  -0.641
33 N 2.2677 -1.0125 -1.3481  0.116
34 C 1.0830 -0.4134 -1.7143  0.444
35 O 0.2167 -1.0790 -2.2651  -0.787
36 H -2.4463 -1.1635 -3.2500  0.186
37 H -3.9574 -1.6127 -4.0356  0.398
38 H -3.1746 -0.0855 -4.4374  0.303
39 H -5.1106 0.3203 -2.9711  0.422
40 H -4.4852 -0.7987 -1.7666  0.261
41 H -4.1080 1.7036 -1.3216  0.389
42 H -2.9422 1.6677 -2.6537  0.486
43 H -1.8566 -0.3281 -1.3522  -0.739
44 H -0.9280 -3.5163 0.2468  0.451
45 H -1.0289 -2.0996 -0.7820  0.196
46 H -2.5075 -2.8961 -0.2366  0.426
47 H 0.6363 -1.5692 1.3607  0.384
48 H -0.1865 -0.1638 0.6632  0.120
49 H -0.2020 -0.4143 2.4042  0.476
50 H -1.7971 -1.9763 3.4361  0.491
51 H -0.7321 -3.1762 2.6967  0.492
52 H -3.7715 -3.0928 2.4102  0.316
53 H -2.7133 -4.3367 1.7245  0.301
54 H -2.8661 -4.1652 3.4700  0.430
55 H -2.5007 2.5116 0.6898  0.463
56 H -1.9924 3.4989 -0.6960  0.306
57 H -0.0120 5.2438 0.0337  0.512
58 H 1.9315 5.1254 1.9115  0.477
59 H 1.5869 2.6999 3.1051  0.544
60 H -0.1603 2.7388 -1.9016  0.565
61 H -0.7209 1.2231 -2.6477  0.667
62 H 1.9196 2.6959 -0.5549  0.698
63 H 4.1709 2.6400 0.5125  0.473
64 H 6.2042 1.3581 1.1215  0.465
65 H 7.8323 -2.6747 0.7843  0.241
66 H 6.8246 -2.6260 -0.6825  0.323
67 H 6.0965 -3.0544 0.8933  0.322
68 H 4.5076 -2.1659 -0.6138  0.438
69 H 2.3479 -1.9967 -1.5777  0.264

Orbital gap ... 0.314 hartree
SMILES ... CCC[C@H](c1nnnn1C(C)(C)CC)N(Cc1ccco1)Cc1cc2ccc(OC)cc2[nH]c1=O



Q: Which of them is the least stable? A: arrangement ii.



Arrangement i

Density functional theory data (the ωB97M-V functional and the def2-TZVPD basis) for a 2-piece molecular cluster, C3H8N2O2S overall.

Each line ends with the Mulliken charge.
Geometry (Å):
1 C -2.3791 1.4297 -0.0250  0.685
2 C -2.7740 -0.8036 0.2463  -0.591
3 C 2.5596 0.4511 0.3795  -0.824
4 N -1.9564 2.4268 -0.3683  -0.582
5 N -0.0688 -0.3664 -0.0251  -0.514
6 O 0.9773 2.1319 -0.2553  -0.446
7 O -3.1246 0.5056 0.4226  -0.308
8 S 0.7447 0.7679 0.6189  0.367
9 H -3.7528 -1.4469 0.6064  0.208
10 H -2.0269 -0.9862 1.0908  0.306
11 H -2.3614 -1.2227 -0.7114  0.296
12 H 3.1472 1.0627 1.2170  0.285
13 H 2.6928 1.0458 -0.6284  0.281
14 H 2.9262 -0.6359 0.3366  0.298
15 H 0.2511 2.6183 -0.4764  0.355
16 H 0.2526 -0.5925 -0.9789  0.183

Orbital gap ... 0.376 hartree



Arrangement ii

Density functional theory data (the ωB97M-V functional and the def2-TZVPD basis) for C3H8N2O2S as an isolated structure.

Each line ends with the Mulliken charge.
Geometry (Å):
1 C 0.2857 0.3330 -2.6875  -0.589
2 C -0.4844 1.0352 -0.4653  -0.542
3 C 0.7701 0.1835 1.7181  0.566
4 H -0.0687 -0.4694 -3.5253  0.261
5 H 1.6489 0.2246 -2.9655  0.271
6 H -0.2552 1.3531 -3.0166  0.290
7 H -1.3400 0.9297 0.3206  0.370
8 H -0.7413 1.8146 -1.0878  0.474
9 H -0.2226 -0.9559 0.3959  0.367
10 H 0.3847 -2.4611 2.3909  0.260
11 H -1.0072 -1.2954 2.9770  0.262
12 N -0.2598 -0.6564 1.4596  -0.080
13 N -0.5144 -1.7917 2.1457  -0.724
14 O -0.2743 -0.2084 -1.1140  -0.459
15 O 1.0963 0.3437 2.9226  -0.610
16 S 0.9820 1.6210 0.5316  -0.118

Orbital gap ... 0.347 hartree



Q: Which of them is the least stable? A: arrangement ii.



Arrangement i

Density functional theory data (the ωB97M-V functional and the def2-TZVPD basis) for one molecule with the formula C4H4S.

Each line ends with the Mulliken charge.
Geometry (Å):
1 C -1.8778 0.7697 -2.2925  -1.186
2 C -1.1693 0.3137 -1.0923  1.147
3 C -0.5641 -0.0184 -0.1175  -0.084
4 C 0.1277 -0.4565 1.0483  -0.818
5 S 1.7276 -0.3402 1.2952  -0.195
6 H -2.6280 0.0216 -2.6141  0.292
7 H -1.1808 0.9410 -3.1129  0.290
8 H -2.4308 1.7394 -2.0739  0.263
9 H -0.5006 -0.9100 1.8016  0.292

Orbital gap ... 0.299 hartree
SMILES ... CC#CC=S



Arrangement ii

Density functional theory data (the ωB97M-V functional and the def2-TZVPD basis) for C4H4S as an isolated structure.

Each line ends with the Mulliken charge.
Geometry (Å):
1 C -1.1342 -0.1922 -0.7496  -0.204
2 C -1.2263 0.1812 0.5224  -0.390
3 C 1.5809 0.5175 0.0449  -0.271
4 C -0.0370 -0.6671 0.1567  -0.240
5 S 3.0593 -0.0637 -0.1061  -0.230
6 H -1.6584 -0.3493 -1.6677  0.348
7 H -1.9384 0.8158 1.1305  0.311
8 H 1.2041 1.4428 0.1060  0.373
9 H 0.1500 -1.6850 0.5628  0.304

Orbital gap ... 0.286 hartree



Q: Which of them is the least stable? A: arrangement ii.